No. 1
DFT (wB97M-V/def2-TZVPD) results for one molecule with the formula C11H23N2O4P.

SMILES   CCP(CC)CO[C@@](COC)(COCN)N=C=O
Molar mass   278.289 g/mol
LUMO energy   0.0291 hartree
Strongest force on any atom   2.43 eV Å⁻¹

Atoms and positions in Å:
C (-1.54085, 2.68916, 1.61608)
C (-2.48973, 1.50133, 2.06462)
P (-2.60733, 0.13453, 0.74585)
C (-3.97040, -1.02789, 1.39536)
C (-3.46230, -1.72284, 2.73858)
C (-0.92107, -0.77054, 0.81649)
O (-0.39331, -0.90519, -0.51889)
C (0.95632, -0.43964, -0.62829)
C (1.94173, -1.19582, 0.37616)
O (3.29968, -0.79408, 0.14479)
C (3.89117, -0.36477, 1.38946)
C (1.43268, -0.89981, -2.10084)
O (2.26675, 0.06635, -2.74378)
C (1.94855, 0.13157, -4.14110)
N (2.41323, 1.45451, -4.66082)
N (1.11596, 1.03352, -0.52507)
C (0.21533, 1.64455, -1.11266)
O (-0.62775, 2.16325, -1.72165)
H (-1.58725, 3.57659, 2.31849)
H (-0.45930, 2.34421, 1.66071)
H (-1.70772, 2.99396, 0.53974)
H (-1.97118, 1.00692, 2.94996)
H (-3.49425, 1.83178, 2.44254)
H (-4.14069, -1.82707, 0.61905)
H (-4.92309, -0.47010, 1.61821)
H (-4.29236, -2.15437, 3.36531)
H (-2.87369, -0.98167, 3.35790)
H (-2.75491, -2.58509, 2.53228)
H (-1.13770, -1.80530, 1.22025)
H (-0.28706, -0.15804, 1.51339)
H (1.81240, -2.31415, 0.24060)
H (1.70428, -0.96179, 1.45767)
H (4.94438, 0.00961, 1.20792)
H (3.97229, -1.26924, 2.06998)
H (3.31471, 0.48437, 1.84848)
H (0.52495, -1.21214, -2.68687)
H (2.06300, -1.83824, -1.97453)
H (0.84812, 0.05960, -4.36962)
H (2.56528, -0.65715, -4.67205)
H (1.55495, 1.99104, -4.83575)
H (2.85622, 1.23807, -5.55797)

natural (NBO) population analysis, charges in e, atoms 1 to 8: -0.63, -0.70, 0.72, -0.69, -0.63, -0.37, -0.55, 0.38

=====

No. 2
DFT (wB97M-V/def2-TZVPD) results for one molecule with the formula C2H5NO3S.

SMILES   CC(=O)N[SH](=O)=O
Molar mass   123.133 g/mol
Relative energy (zero: lowest compared OMol25 entry of this formula, charge and spin)   228.6 kJ/mol
LUMO energy   0.0190 hartree
Strongest force on any atom   5.20 eV Å⁻¹

Atoms and positions in Å:
C (0.06662, -0.29720, -1.11298)
C (0.48555, -0.38007, 0.30597)
O (1.17494, -1.24121, 0.76843)
N (-0.30111, 0.48917, 1.21729)
S (-0.26565, -0.26857, 2.71937)
O (-0.59125, 0.75301, 3.66561)
O (-1.11155, -1.39444, 2.62081)
H (-0.91038, -0.51249, -1.19636)
H (0.47136, -1.07395, -1.58721)
H (0.32750, 0.74629, -1.47807)
H (-0.36364, 1.49914, 1.16943)
H (1.04278, -0.79007, 2.90472)

natural (NBO) population analysis, charges in e, atoms 1 to 8: -0.70, 0.72, -0.55, -0.92, 2.13, -0.94, -0.93, 0.24

=====

No. 3
DFT (wB97M-V/def2-TZVPD) results for C14H8CrN2O6S2Se4 as an isolated structure.

Charge   -1
Multiplicity   2
Molar mass   732.196 g/mol
LUMO energy (spin up / spin down)   0.0193 / 0.0566 hartree
Strongest force on any atom   2.00 eV Å⁻¹

Atoms and positions in Å:
Cr (0.43150, 0.25400, 0.03230)
Se (-1.20970, -1.52540, 0.02960)
Se (-3.39900, -0.79090, 0.29710)
Se (-3.22910, 1.55200, 0.71470)
Se (-0.94680, 2.02270, 0.33350)
O (1.47990, -0.67440, 1.29580)
C (2.46530, -1.43920, 1.19080)
C (3.02570, -1.88980, -0.04240)
C (4.17120, -2.69080, -0.07340)
C (4.79230, -2.97400, -1.27900)
C (4.27280, -2.48340, -2.49280)
C (3.10720, -1.77940, -2.49890)
C (2.44810, -1.44720, -1.28430)
O (1.37550, -0.75730, -1.33010)
N (5.97550, -3.75730, -1.31790)
O (6.25550, -4.44470, -0.34890)
O (6.66250, -3.70480, -2.33250)
H (2.93440, -1.78350, 2.11510)
H (4.60450, -3.04350, 0.84890)
H (4.80940, -2.69940, -3.40470)
H (2.65380, -1.42900, -3.41630)
O (5.90700, 1.53420, 1.60720)
S (5.17570, 0.46430, 0.98790)
O (5.30670, -0.82810, 1.59590)
N (3.58650, 0.91490, 0.82960)
C (3.36180, 1.30270, -0.38450)
S (1.89730, 2.01480, -0.84710)
C (4.42770, 1.07710, -1.36970)
C (4.39920, 1.32060, -2.73480)
C (5.48930, 0.91930, -3.49030)
C (6.57030, 0.28090, -2.89890)
C (6.60160, 0.05160, -1.52680)
C (5.52660, 0.46680, -0.78050)
H (3.53910, 1.79830, -3.18070)
H (5.49250, 1.10140, -4.55550)
H (7.39850, -0.05040, -3.50720)
H (7.43930, -0.44560, -1.06360)

natural (NBO) population analysis, charges in e, atoms 1 to 8: 0.54, -0.05, -0.04, -0.10, -0.16, -0.58, 0.46, -0.34

=====

No. 4
DFT (wB97M-V/def2-TZVPD) results for C10H14N3O5Ti as an isolated structure.

Charge   +1
Multiplicity   3
Molar mass   304.105 g/mol
LUMO energy (spin up / spin down)   -0.1785 / -0.1829 hartree
Strongest force on any atom   5.37 eV Å⁻¹

Atoms and positions in Å:
O (-0.40422, 0.75439, -4.75842)
C (-0.33097, 0.91137, -3.60656)
Ti (-0.04973, 1.41937, -1.63638)
O (2.65512, 2.53035, -3.06398)
C (1.72329, 2.11046, -2.51931)
C (0.37253, 2.68931, 0.02545)
O (0.53374, 3.36933, 0.95080)
C (-2.19885, 1.60597, -0.94424)
O (-2.37314, 1.98513, 0.21436)
C (-1.00543, 3.35546, -2.25580)
O (-1.54559, 4.37699, -2.28483)
H (-3.07899, 1.26374, -1.55791)
C (2.69710, -1.01402, 1.26042)
N (1.26460, -1.19134, 1.48468)
C (0.85678, -1.01409, 2.87357)
C (0.42104, -0.87634, 0.45599)
N (0.90245, -0.13107, -0.55144)
N (-0.84435, -1.32256, 0.42755)
C (-1.42404, -2.06098, 1.52843)
C (-1.56621, -1.45430, -0.84286)
H (3.22499, -1.46714, 2.10099)
H (2.98156, 0.04720, 1.19641)
H (2.99446, -1.52883, 0.34231)
H (0.21813, -0.13317, 3.02966)
H (0.34605, -1.90445, 3.25477)
H (1.76238, -0.88824, 3.47205)
H (1.92793, -0.11636, -0.51259)
H (-1.68585, -1.39977, 2.36609)
H (-2.35085, -2.51378, 1.16924)
H (-0.76597, -2.86600, 1.87604)
H (-2.50117, -0.88384, -0.81679)
H (-0.94736, -1.12981, -1.69388)
H (-1.80940, -2.52295, -0.98381)

natural (NBO) population analysis, charges in e, atoms 1 to 8: -0.40, 0.52, 0.22, -0.37, 0.58, 0.61, -0.39, 0.11

=====

No. 5
DFT (wB97M-V/def2-TZVPD) results for one molecule with the formula C29H26N2O5.

SMILES   O=C(COC(=O)[C@H](Cc1ccccc1)NC(=O)c1ccco1)NC(c1ccccc1)c1ccccc1
Molar mass   482.536 g/mol
Relative energy (zero: lowest compared OMol25 entry of this formula, charge and spin)   25.4 kJ/mol
LUMO energy   0.0215 hartree
Strongest force on any atom   1.32 eV Å⁻¹

Atoms and positions in Å:
O (-2.33248, -0.53488, 3.08393)
C (-1.93821, 0.37220, 2.38225)
C (-1.01787, 1.47971, 2.94103)
O (0.31742, 1.39612, 2.44509)
C (0.55778, 1.85880, 1.22256)
O (-0.23481, 2.46597, 0.54567)
C (2.03554, 1.67958, 0.85545)
C (2.25723, 2.08140, -0.61501)
C (3.67620, 1.81011, -1.01940)
C (4.67238, 2.75081, -0.78976)
C (5.98838, 2.47715, -1.11798)
C (6.32546, 1.25485, -1.67452)
C (5.33993, 0.31027, -1.90578)
C (4.02378, 0.58680, -1.58007)
N (2.39938, 0.30157, 1.09233)
C (1.51237, -0.66509, 0.76264)
O (0.37374, -0.39284, 0.41762)
C (2.00850, -2.03544, 0.87376)
C (1.34845, -3.22289, 0.68741)
C (2.30059, -4.23906, 0.91203)
C (3.46599, -3.60043, 1.21611)
O (3.30506, -2.27129, 1.19641)
N (-2.29781, 0.57421, 1.10852)
C (-3.08146, -0.38426, 0.35693)
C (-2.24022, -0.99624, -0.74247)
C (-2.01724, -2.36338, -0.79383)
C (-1.23504, -2.90856, -1.79798)
C (-0.66138, -2.08806, -2.75264)
C (-0.88562, -0.72238, -2.70893)
C (-1.67747, -0.17969, -1.71473)
C (-4.32542, 0.24317, -0.23922)
C (-5.13723, -0.53226, -1.05995)
C (-6.27798, 0.00203, -1.62861)
C (-6.62283, 1.32151, -1.38608)
C (-5.82100, 2.09801, -0.56922)
C (-4.67851, 1.56270, 0.00182)
H (-0.93354, 1.35133, 4.02095)
H (-1.43737, 2.46273, 2.69846)
H (2.63238, 2.31070, 1.52299)
H (1.56350, 1.50075, -1.22530)
H (2.00995, 3.13757, -0.72363)
H (4.41227, 3.70659, -0.35725)
H (6.75279, 3.21917, -0.93988)
H (7.35239, 1.04094, -1.93082)
H (5.59652, -0.64357, -2.34305)
H (3.25439, -0.14971, -1.76684)
H (3.36219, 0.06727, 1.27300)
H (0.31669, -3.32581, 0.42404)
H (2.14233, -5.29617, 0.85679)
H (4.44323, -3.97128, 1.45635)
H (-1.81250, 1.28172, 0.57088)
H (-3.37892, -1.16142, 1.07229)
H (-2.45316, -3.00366, -0.03917)
H (-1.06793, -3.97633, -1.83317)
H (-0.04152, -2.51227, -3.52966)
H (-0.44105, -0.07824, -3.45437)
H (-1.85308, 0.88607, -1.68981)
H (-4.86746, -1.56057, -1.25308)
H (-6.90032, -0.61188, -2.26325)
H (-7.51334, 1.74060, -1.83088)
H (-6.08462, 3.12731, -0.37345)
H (-4.06446, 2.17547, 0.64440)

natural (NBO) population analysis, charges in e, atoms 1 to 8: -0.62, 0.66, -0.16, -0.50, 0.85, -0.64, -0.14, -0.42

=====

No. 6
DFT (wB97M-V/def2-TZVPD) results for a 2-piece molecular cluster, C5H14N2O overall.

Charge   +2
Molar mass   118.180 g/mol
Relative energy (zero: lowest compared OMol25 entry of this formula, charge and spin)   255.6 kJ/mol
LUMO energy   -0.2882 hartree
Strongest force on any atom   4.85 eV Å⁻¹

Atoms and positions in Å:
C (-0.82544, 1.05504, -1.55458)
C (-0.61460, -0.11500, -0.44709)
C (0.75632, -0.38173, -0.24879)
C (1.37779, -1.41161, 0.29247)
N (2.85288, -1.17641, 0.41643)
C (3.34334, -1.44372, 1.61339)
N (-2.04680, 1.88679, -1.26113)
H (0.11890, 1.58720, -1.35474)
H (-0.84490, 0.62544, -2.59201)
H (-1.23090, 0.04092, 0.39518)
H (-1.07866, -1.02263, -0.73489)
H (1.43269, 0.22510, -1.01959)
H (0.87350, -2.41095, 0.64220)
H (3.53703, -0.79138, -0.23397)
H (4.41372, -1.30638, 2.03153)
H (2.61096, -1.78963, 2.49499)
H (-2.26546, 1.80468, -0.22225)
H (-1.57612, 2.83982, -1.41989)
H (-2.78562, 1.74782, -1.90544)
H (-3.85506, 0.05463, 1.06892)
H (-3.60720, 1.48402, 1.49900)
O (-3.20123, 0.71509, 1.16644)

natural (NBO) population analysis, charges in e, atoms 1 to 8: -0.23, -0.51, -0.13, -0.07, -0.45, 0.12, -0.70, 0.23

=====

No. 7
DFT (wB97M-V/def2-TZVPD) results for a 2-piece molecular cluster, C8H11ClNO overall.

Charge   -1
Molar mass   172.635 g/mol
Relative energy (zero: lowest compared OMol25 entry of this formula, charge and spin)   0.0 kJ/mol
LUMO energy   0.1088 hartree
Strongest force on any atom   4.11 eV Å⁻¹

Atoms and positions in Å:
C (0.54168, -0.85849, -0.78943)
C (0.52747, 1.48212, -1.23393)
C (0.92955, 0.16898, -1.59128)
C (-0.07897, -0.62395, 0.44656)
C (-0.56130, 0.59871, 0.76614)
C (1.90525, -0.02351, -2.87419)
C (-0.28293, -1.75308, 1.35418)
C (-1.36578, 0.93524, 1.94056)
N (-0.15837, 1.70517, -0.07970)
O (-0.51106, 2.89382, 0.24486)
Cl (-3.25890, -1.78602, 2.53316)
H (0.73782, -1.83367, -1.10528)
H (0.65474, 2.32152, -1.81630)
H (2.79768, -0.50709, -2.36150)
H (2.14985, 1.03953, -3.17699)
H (1.60926, -0.73153, -3.61294)
H (-0.60249, -2.63773, 0.81327)
H (-1.11949, -1.51151, 1.88938)
H (0.60022, -1.91132, 1.95251)
H (-1.45831, 1.99262, 1.80180)
H (-0.82851, 0.71706, 2.77783)
H (-2.22740, 0.32312, 2.12130)

natural (NBO) population analysis, charges in e, atoms 1 to 8: -0.23, -0.07, 0.00, 0.01, 0.20, -0.63, -0.66, -0.73

=====

No. 8
DFT (wB97M-V/def2-TZVPD) results for a 2-piece molecular cluster, C4H12NO2 overall.

Charge   -1
Molar mass   106.145 g/mol
Relative energy (zero: lowest compared OMol25 entry of this formula, charge and spin)   104.0 kJ/mol
LUMO energy   0.1572 hartree
Strongest force on any atom   3.00 eV Å⁻¹

Atoms and positions in Å:
C (-0.35035, 0.32010, -1.20576)
O (0.76608, 0.64181, -0.46402)
C (-1.59012, 0.60322, -0.34618)
C (-1.79286, -0.58614, 0.66009)
C (-0.44008, -0.91925, 1.28658)
N (-0.09355, 0.06840, 2.31790)
H (-0.51299, -0.77232, -1.47545)
H (-0.36719, 0.90188, -2.19007)
H (-2.47094, 0.59975, -1.03672)
H (-1.69520, 1.59433, 0.05170)
H (-2.23979, -1.47751, 0.15053)
H (-2.66661, -0.24273, 1.37368)
H (-0.40565, -2.00874, 1.61760)
H (0.32837, -0.84309, 0.49026)
H (0.11824, 0.81209, 1.64374)
H (0.82646, -0.34302, 2.65398)
H (3.54236, -0.13598, -1.20801)
H (2.04493, 0.10802, -1.46002)
O (2.88308, -0.03920, -1.93659)

natural (NBO) population analysis, charges in e, atoms 1 to 8: -0.05, -0.97, -0.43, -0.40, -0.27, -0.87, 0.09, 0.12

=====

Q: The highest molar mass belongs to which entry?
A: C14H8CrN2O6S2Se4